Computed, not measured: a cluster of 3 separate species, C6H19NO3 in total in a non-equilibrium geometry, with the ωB97M-V functional and the def2-TZVPD basis.

- Lowest unoccupied orbital energy: 0.018 Ha
- SMILES: CC(C)CNCCO.O.O
- Frontier orbital gap: 0.336 Ha
- Energy above the lowest of the compared OMol25 structures with the same formula, charge and spin: 2.050 eV

```
! RIJCOSX wB97M-V def2-TZVPD def2/J DEFGRID3
* xyz 0 1
C -0.6786 -2.7325 -1.5409
C -0.5031 -2.0056 -0.1619
C 0.7873 -2.3570 0.5681
C -0.2682 -0.5083 -0.6504
N -1.0241 0.5613 0.0513
C -0.5524 0.8009 1.4285
C -1.1617 2.1215 1.9511
O -0.1818 3.1699 1.9353
H -0.1480 -2.2614 -2.4092
H -1.6515 -2.5189 -1.9647
H -0.4130 -3.7510 -1.2996
H -1.4137 -1.9740 0.4381
H 1.0654 -1.7416 1.4079
H 1.6115 -2.5415 -0.1127
H 0.6565 -3.3823 0.9322
H 0.7696 -0.1969 -0.6780
H -0.6321 -0.4457 -1.6894
H -2.0305 0.5656 0.0176
H -0.9389 -0.0282 2.0395
H 0.5404 0.8316 1.5069
H -1.5133 1.9515 2.9730
H -1.9660 2.4769 1.3253
H -0.2198 3.5406 1.0502
O 2.8116 1.4561 -0.1544
H 1.9009 1.6723 -0.3854
H 3.2381 1.5029 -1.0087
O 0.5255 1.6594 -2.0468
H 1.1071 2.3423 -2.4010
H 0.2829 1.7922 -1.1220
*
```